The following is a quantum chemistry calculation of 8 unconnected molecules or ions with the total composition C58H126N6O8 at a distorted geometry, from OMol25.

Summary:
Kohn-Sham gap ... 0.30048 hartree
Structure (SMILES) ... CC1(C)CCCC(C)(C)N1O.CC1(C)CCCC(C)(C)N1O.CC1(C)CCCC(C)(C)N1O.CC1(C)CCCC(C)(C)N1O.CC1(C)CCCC(C)(C)N1O.CC1(C)CCCC(C)(C)N1O.CCO.CCO
DFT total energy ... -87496.159 eV
HOMO level ... -7.80 eV
Relative energy (zero: lowest compared OMol25 entry of this formula, charge and spin) ... 7.914 eV

```
198
C58H126N6O8 ωB97M-V/def2-TZVPD
C -1.784 1.948 -9.253
C -0.933 0.691 -8.915
C -1.704 -0.591 -9.333
C -0.826 -1.919 -9.592
C 0.401 -1.540 -10.373
C 1.187 -0.287 -9.850
N 0.295 0.808 -9.721
O 1.039 2.067 -9.594
C 2.024 -0.689 -8.587
C 2.182 0.028 -10.975
C -0.594 0.592 -7.419
H -1.281 2.839 -8.877
H -2.779 1.938 -8.809
H -2.108 2.127 -10.278
H -2.570 -0.646 -8.673
H -2.253 -0.375 -10.250
H -1.321 -2.675 -10.202
H -0.601 -2.418 -8.649
H 0.072 -1.412 -11.404
H 1.030 -2.430 -10.399
H 2.983 -1.116 -8.881
H 2.279 0.161 -7.954
H 1.521 -1.504 -8.067
H 2.894 0.810 -10.714
H 2.730 -0.893 -11.175
H 1.634 0.254 -11.890
H 0.344 0.992 -7.035
H -0.512 -0.396 -6.965
H -1.335 1.070 -6.780
H 1.263 2.052 -8.661
C 9.109 0.267 -2.487
C 7.948 0.618 -3.441
C 7.064 1.754 -2.707
C 7.686 3.163 -2.772
C 7.950 3.562 -4.199
C 8.822 2.513 -4.969
N 8.465 1.110 -4.788
O 9.123 0.246 -5.576
C 8.672 2.997 -6.402
C 10.307 2.632 -4.538
C 7.059 -0.650 -3.568
H 9.552 1.096 -1.935
H 9.794 -0.330 -3.089
H 8.602 -0.342 -1.738
H 6.053 1.769 -3.115
H 6.984 1.465 -1.659
H 8.592 3.131 -2.167
H 7.059 3.909 -2.283
H 8.603 4.428 -4.101
H 7.028 3.803 -4.728
H 7.658 3.061 -6.798
H 9.097 3.970 -6.645
H 9.155 2.297 -7.083
H 10.356 2.890 -3.480
H 10.837 1.697 -4.719
H 10.790 3.381 -5.166
H 7.168 -1.382 -2.768
H 7.420 -1.182 -4.448
H 6.014 -0.436 -3.795
H 8.490 -0.144 -6.184
C -4.608 -9.765 -0.071
C -4.161 -10.599 -1.341
C -5.412 -10.899 -2.142
C -5.891 -9.869 -3.168
C -4.703 -9.583 -4.010
C -3.422 -9.160 -3.359
N -3.070 -10.125 -2.250
O -1.891 -9.812 -1.600
C -2.281 -9.180 -4.449
C -3.639 -7.717 -2.871
C -3.674 -11.895 -0.659
H -3.724 -9.301 0.366
H -5.192 -10.244 0.716
H -5.179 -8.927 -0.470
H -5.230 -11.773 -2.767
H -6.250 -11.167 -1.497
H -6.181 -8.954 -2.652
H -6.723 -10.135 -3.821
H -5.046 -8.842 -4.732
H -4.561 -10.556 -4.482
H -2.608 -8.773 -5.405
H -1.470 -8.570 -4.051
H -1.955 -10.210 -4.596
H -4.075 -7.121 -3.673
H -4.229 -7.720 -1.955
H -2.668 -7.246 -2.717
H -4.407 -12.513 -0.141
H -2.873 -11.746 0.065
H -3.303 -12.668 -1.332
H -1.666 -10.723 -1.397
C 1.207 13.356 -0.208
C 1.898 11.971 -0.177
C 2.521 11.733 1.251
C 1.394 11.360 2.209
C 0.677 10.111 1.758
C 0.034 10.229 0.361
N 0.936 10.879 -0.581
O 0.435 10.985 -1.811
C -0.148 8.729 -0.083
C -1.394 10.861 0.372
C 3.148 11.914 -1.064
H 0.683 13.447 -1.159
H 1.902 14.195 -0.248
H 0.467 13.517 0.575
H 3.303 10.980 1.344
H 2.802 12.681 1.709
H 0.730 12.210 2.363
H 1.913 11.224 3.158
H -0.071 9.990 2.541
H 1.485 9.379 1.763
H -0.733 8.677 -1.001
H 0.791 8.240 -0.338
H -0.642 7.999 0.559
H -1.815 10.181 1.112
H -1.467 11.889 0.729
H -1.851 10.753 -0.612
H 3.698 10.984 -1.209
H 3.856 12.692 -0.778
H 2.899 12.064 -2.114
H 1.069 10.407 -2.242
C 5.422 -6.521 5.529
C 4.483 -7.724 5.487
C 5.030 -8.742 6.476
C 4.724 -8.519 7.938
C 3.199 -8.197 8.180
C 2.595 -7.076 7.202
N 3.060 -7.362 5.796
O 2.642 -6.376 4.910
C 1.066 -7.223 7.106
C 2.979 -5.737 7.718
C 4.499 -8.330 4.058
H 6.477 -6.781 5.438
H 5.328 -5.988 6.475
H 5.360 -5.749 4.763
H 4.660 -9.710 6.138
H 6.085 -8.877 6.238
H 5.210 -7.637 8.354
H 5.070 -9.412 8.458
H 3.184 -7.858 9.216
H 2.764 -9.192 8.088
H 0.682 -7.475 8.095
H 0.685 -6.294 6.682
H 0.842 -7.957 6.333
H 3.998 -5.665 8.099
H 2.914 -4.972 6.944
H 2.450 -5.484 8.637
H 3.742 -9.105 3.936
H 5.435 -8.807 3.766
H 4.490 -7.644 3.211
H 1.909 -6.792 4.451
C -7.198 5.884 5.954
C -8.303 4.865 5.496
C -8.258 4.844 3.914
C -9.132 3.820 3.257
C -8.705 2.449 3.737
C -8.734 2.338 5.344
N -8.077 3.482 6.022
O -8.004 3.443 7.357
C -10.220 2.232 5.780
C -8.012 1.027 5.869
C -9.622 5.444 5.921
H -7.385 6.273 6.955
H -7.211 6.735 5.273
H -6.198 5.465 6.070
H -8.505 5.847 3.566
H -7.236 4.622 3.605
H -8.964 3.912 2.184
H -10.175 4.039 3.484
H -7.707 2.185 3.386
H -9.398 1.820 3.178
H -10.798 2.394 4.870
H -10.555 1.236 6.071
H -10.619 2.897 6.546
H -6.946 1.022 5.640
H -8.067 1.062 6.957
H -8.285 -0.010 5.675
H -10.527 5.154 5.388
H -9.721 6.521 6.055
H -9.808 5.048 6.920
H -7.063 3.307 7.490
C -1.694 4.347 11.024
C -1.488 3.236 9.963
O -2.468 2.220 10.175
H -2.665 4.763 10.755
H -0.919 5.111 10.950
H -1.787 3.990 12.050
H -0.532 2.784 10.227
H -1.481 3.595 8.934
H -2.635 1.802 9.327
C 0.581 -0.589 1.320
C -0.661 -0.635 2.113
O -0.238 -0.646 3.477
H 1.036 0.401 1.289
H 0.215 -0.987 0.374
H 1.212 -1.372 1.741
H -1.250 -1.537 1.950
H -1.229 0.272 1.907
H 0.086 -1.535 3.641
```